No. 1
Computed, not measured: C18H36GaO2 as an isolated structure in a non-equilibrium geometry, with the ωB97M-V functional and the def2-TZVPD basis.

- LUMO energy (eV) = 2.58
- molar mass (g/mol) = 354.2
- 2S+1 = 1
- E_HOMO (Ha) = -0.1637
- calculated total energy (eV) = -75712.2402
- charge = -1

Each line ends with the Mulliken charge.
Atoms and positions in Å:
C  3.4243  -3.3727  -0.7945  -0.520
C  3.6869  -1.9800  -0.6228  -0.345
C  3.7414  -0.3111  -0.5276  0.854
C  4.8174  0.3226  -1.5934  -0.669
C  4.5087  1.8645  -2.0563  -0.747
Ga  2.6319  2.1842  -2.8613  0.451
C  1.0913  2.2724  -1.4786  -0.004
C  1.5739  2.5167  0.0713  -0.829
C  0.1347  0.9604  -1.7082  -0.796
C  -1.4210  1.1662  -1.1868  -0.148
C  -2.3496  0.1187  -2.0865  -0.852
H  2.9528  -4.4631  -0.7599  0.313
H  2.6560  0.0795  -0.7484  -0.685
H  3.9934  -0.0671  0.6092  0.283
H  4.9917  -0.4007  -2.5172  0.310
H  5.8663  0.3515  -1.0242  0.254
H  5.2951  2.1155  -2.9177  0.255
H  4.7672  2.6082  -1.1644  0.223
H  2.6882  3.6568  -3.5586  -0.389
H  2.2102  1.1632  -4.0205  -0.341
H  0.4258  3.2203  -1.7688  0.386
H  2.6814  2.9503  0.0242  0.221
H  1.6125  1.5200  0.7191  0.044
H  0.9044  3.3392  0.5664  0.328
H  0.0667  0.7484  -2.8747  0.248
H  0.5219  -0.0285  -1.2171  0.124
H  -1.7703  2.2819  -1.2645  0.228
H  -1.5077  0.7699  -0.0685  0.137
H  -3.1738  -0.4114  -1.4170  0.154
H  -2.8028  0.6442  -3.0288  0.183
H  -1.6001  -0.7265  -2.4682  0.354
C  3.1830  -4.2728  3.8519  -0.574
C  2.9276  -2.8928  3.3030  -0.308
C  1.4391  -2.9296  3.0334  -0.328
O  0.8635  -3.8219  3.9974  -0.422
C  1.9240  -4.5343  4.6494  -0.444
H  4.0919  -4.3448  4.4545  0.343
H  3.2594  -4.9918  3.0276  0.255
H  3.1499  -2.1417  4.0701  0.266
H  3.5168  -2.6575  2.4131  0.185
H  1.2255  -3.3309  2.0371  0.208
H  0.9730  -1.9438  3.1198  0.260
H  2.0119  -4.1428  5.6687  0.256
H  1.6749  -5.5976  4.7041  0.276
C  -6.9320  1.7839  -1.2534  -0.537
C  -7.2023  1.2968  0.1468  -0.492
C  -5.8038  1.1365  0.7019  -0.429
O  -4.9820  2.1131  0.0479  -0.359
C  -5.7174  2.6637  -1.0536  -0.388
H  -7.7739  2.3156  -1.7040  0.330
H  -6.6767  0.9351  -1.8988  0.270
H  -7.7417  2.0676  0.7098  0.250
H  -7.7856  0.3734  0.1864  0.317
H  -5.3954  0.1470  0.4706  0.245
H  -5.7629  1.2864  1.7847  0.266
H  -6.0075  3.6851  -0.7842  0.269
H  -5.0783  2.7047  -1.9399  0.263

Forces on atoms 1 to 3 (eV/Å):
C 0.980 9.507 1.639
C -2.665 -8.837 -1.161
C -0.045 -1.259 -0.081

No. 2
Computed, not measured: C3H2Br5Cl as an isolated structure in a non-equilibrium geometry, with the ωB97M-V functional and the def2-TZVPD basis.

- LUMO energy (alpha / beta) (eV) = -1.44 / -1.15
- molar mass (g/mol) = 473.0
- 2S+1 = 1
- E_HOMO (alpha / beta) (Ha) = -0.3227 / -0.3239
- calculated total energy (eV) = -365874.6632

Each line ends with the Mulliken charge.
Atoms and positions in Å:
C  1.0560  0.4226  -1.5330  -0.070
C  -0.5127  0.2452  1.3577  -0.341
C  -0.4510  -0.6614  0.2177  -0.288
Cl  2.3108  -0.7134  -1.4576  -0.067
Br  -0.1502  0.1612  -2.9092  -0.002
Br  -1.4950  -0.2996  3.0295  -0.068
Br  -1.0778  1.9955  0.8264  -0.025
Br  -2.0849  -0.8538  -0.5910  0.081
Br  0.5501  -2.2354  0.5811  0.023
H  1.2437  1.5372  -1.2786  0.347
H  0.6111  0.4018  1.7571  0.410

Forces on atoms 1 to 3 (eV/Å):
C -1.061 0.653 1.423
C 3.594 1.189 2.244
C 1.094 0.029 -0.507

No. 3
Computed, not measured: a 2-piece molecular cluster, C3H9N3O2 overall in a non-equilibrium geometry, with the ωB97M-V functional and the def2-TZVPD basis.

- LUMO energy (eV) = 0.87
- molar mass (g/mol) = 119.1
- 2S+1 = 1
- E_HOMO (Ha) = -0.3043
- calculated total energy (eV) = -11820.3749

Each line ends with the Mulliken charge.
Atoms and positions in Å:
C  -0.9108  -0.9917  -1.0699  0.271
C  -1.1275  0.8236  1.3752  -0.700
C  0.9483  -0.0377  -0.3313  0.892
N  1.7915  -0.0528  0.7359  -0.445
N  1.4493  0.6524  -1.4148  -0.617
O  -0.6777  1.0108  0.0799  -0.622
O  -1.8457  -1.9342  -0.9757  -0.449
N  0.2429  -1.2085  -0.5086  -0.723
H  -1.5322  -2.5857  -0.3262  0.366
H  -1.1885  -0.2282  -1.7917  0.345
H  1.8031  1.5609  -1.1424  0.265
H  2.6259  0.5127  0.6912  0.204
H  1.4356  -0.5795  1.5189  0.240
H  0.7735  0.7557  -2.1574  0.255
H  -1.2842  -0.2483  1.6239  0.236
H  -0.4189  1.2146  2.1299  0.227
H  -2.0845  1.3357  1.5633  0.258

Forces on atoms 1 to 3 (eV/Å):
C 0.929 -1.444 -0.154
C 0.259 -0.062 0.170
C 0.156 0.704 0.362

No. 4
Computed, not measured: C20H16AgN8OSbSe4 as an isolated structure, with the ωB97M-V functional and the def2-TZVPD basis.

- LUMO energy (eV) = -1.77
- molar mass (g/mol) = 929.9
- 2S+1 = 1
- E_HOMO (Ha) = -0.2700
- calculated total energy (eV) = -306890.2255

Each line ends with the Mulliken charge.
Atoms and positions in Å:
Ag  -1.1131  -1.7397  -3.3311  0.118
C  3.2691  -2.8039  0.1884  -1.062
N  2.4636  -2.1690  -0.8451  0.788
C  1.1701  -2.3329  -1.1195  -0.269
N  0.8218  -1.5214  -2.1033  0.361
C  1.9820  -0.8760  -2.4061  -0.691
N  2.9970  -1.2297  -1.6563  -0.902
C  2.8918  -2.3845  1.5922  0.876
C  3.3436  -3.1516  2.6607  -0.901
C  3.0563  -2.7790  3.9648  -0.592
C  2.3014  -1.6461  4.2179  -0.984
C  1.8407  -0.8818  3.1520  -0.027
C  2.1428  -1.2459  1.8429  -0.144
C  1.0192  0.2969  3.4216  0.584
N  0.7024  0.8096  4.5575  -0.478
N  -0.1178  1.8978  4.2814  -0.483
C  -0.2330  1.9491  3.0020  0.694
O  0.4693  0.9690  2.3803  -0.257
C  -1.0038  2.8889  2.1905  -0.131
C  -1.8262  3.8243  2.8147  -1.014
C  -2.5713  4.6969  2.0443  -0.675
C  -2.5042  4.6429  0.6565  -0.761
C  -1.6780  3.7210  0.0327  1.140
C  -1.5797  3.6624  -1.4726  -1.194
N  -1.9156  2.3446  -1.9948  0.886
C  -1.1031  1.3303  -2.2816  -0.450
N  -1.8202  0.2803  -2.6388  0.356
C  -3.1039  0.7217  -2.5397  -0.525
N  -3.2027  1.9690  -2.1495  -0.909
C  -0.9277  2.8453  0.8058  -0.093
H  4.2968  -2.5228  -0.0347  0.312
H  3.1876  -3.8851  0.0793  0.498
H  0.5267  -3.0321  -0.6095  0.400
H  2.0738  -0.1490  -3.1965  0.491
H  3.9242  -4.0474  2.4722  0.457
H  3.4142  -3.3827  4.7879  0.399
H  2.0552  -1.3491  5.2281  0.524
H  1.7876  -0.6294  1.0271  0.737
H  -1.8760  3.8466  3.8949  0.530
H  -3.2192  5.4184  2.5233  0.404
H  -3.1033  5.3191  0.0588  0.394
H  -0.5658  3.8865  -1.8051  0.293
H  -2.2561  4.3753  -1.9370  0.399
H  -0.0283  1.3853  -2.2269  0.419
H  -3.9565  0.1057  -2.7752  0.390
H  -0.2826  2.1136  0.3339  0.602
Se  -3.0483  -2.3115  -4.6440  -0.079
Sb  -2.5040  -4.6365  -5.6772  0.718
Se  -2.0518  -4.3946  -7.9792  -0.506
Se  -3.6771  -6.3359  -4.5334  -0.510
Se  -0.4682  -3.8628  -4.2542  -0.136

Forces on atoms 1 to 3 (eV/Å):
Ag 0.170 0.287 0.229
C -0.049 0.041 -0.024
N 0.053 -0.006 0.074

No. 5
Computed, not measured: C14H17N4O5S2Sc as an isolated structure in a non-equilibrium geometry, with the ωB97M-V functional and the def2-TZVPD basis.

- LUMO energy (eV) = -1.02
- molar mass (g/mol) = 430.4
- 2S+1 = 1
- E_HOMO (Ha) = -0.2978
- calculated total energy (eV) = -73367.8384

Each line ends with the Mulliken charge.
Atoms and positions in Å:
Sc  0.1070  -0.0057  -0.0369  0.398
O  -0.4387  -2.0781  1.3096  -0.239
C  -1.8374  -2.4073  1.3468  -0.799
C  -2.6034  -1.1154  1.2979  -0.786
N  -2.2318  -0.2854  0.1414  0.308
C  -2.6076  -0.9190  -1.1390  -0.592
C  -1.4879  -1.8545  -1.6208  0.557
O  -1.7423  -2.8875  -2.1940  -0.683
O  -0.2913  -1.4077  -1.3156  -0.524
C  -2.7075  1.0920  0.3771  -0.569
C  -1.7436  1.7730  1.3567  0.514
O  -2.1347  2.5547  2.1857  -0.672
O  -0.4964  1.3792  1.1753  -0.583
H  0.0373  -2.8109  0.9024  0.274
H  -2.0697  -2.9313  2.2718  0.411
H  -2.0953  -3.0543  0.5078  0.414
H  -2.4002  -0.5405  2.2035  0.441
H  -3.6745  -1.3378  1.2759  0.329
H  -2.7181  -0.1481  -1.8996  0.472
H  -3.5348  -1.4873  -1.0710  0.238
H  -3.7162  1.1350  0.7862  0.360
H  -2.6790  1.6485  -0.5577  0.432
C  -0.0670  2.6550  -5.0487  -0.807
S  1.4414  1.8322  -4.5235  -0.044
C  1.1102  1.3649  -2.8704  0.678
S  -0.3910  1.6771  -2.0982  -0.419
N  2.2222  0.9195  -2.3319  -1.422
N  2.0686  0.5072  -1.0424  0.919
C  3.1473  0.3566  -0.3814  -0.529
C  3.0536  -0.0146  1.0348  0.941
C  4.1497  0.0675  1.8731  -0.861
C  3.9727  -0.1599  3.2280  -0.235
C  2.7076  -0.4631  3.7018  -0.911
C  1.6701  -0.5536  2.7922  0.003
N  1.8369  -0.3543  1.4855  0.097
H  -0.0215  2.6785  -6.1376  0.342
H  -0.1166  3.6684  -4.6577  0.288
H  -0.9376  2.0894  -4.7296  0.267
H  4.1021  0.6040  -0.8330  0.349
H  5.1171  0.3282  1.4638  0.420
H  4.8118  -0.0845  3.9085  0.415
H  2.5206  -0.6257  4.7542  0.405
H  0.6682  -0.8041  3.1089  0.403

Forces on atoms 1 to 3 (eV/Å):
Sc 0.410 0.105 -0.003
O -0.058 0.060 0.241
C 0.148 -0.031 -0.156

No. 6
Computed, not measured: C4H5F3 as an isolated structure in a non-equilibrium geometry, with the ωB97M-V functional and the def2-TZVPD basis.

- LUMO energy (eV) = 0.94
- molar mass (g/mol) = 110.1
- 2S+1 = 1
- E_HOMO (Ha) = -0.3582
- calculated total energy (eV) = -12377.8191

Each line ends with the Mulliken charge.
Atoms and positions in Å:
C  -2.9445  -0.1710  -0.7154  -0.007
C  -2.1492  0.2823  0.1723  0.113
C  0.8002  0.5672  0.6804  -1.049
C  -0.3272  1.1011  -0.2932  0.169
F  -4.1886  -0.5442  -0.3938  -0.245
F  -2.1993  0.1299  1.4446  -0.234
F  -0.0575  0.9548  -1.6589  -0.273
H  -2.7560  -0.3461  -1.8389  0.285
H  0.5917  0.8971  1.6731  0.342
H  0.9019  -0.5255  0.7358  0.293
H  1.6857  1.0494  0.4260  0.379
H  -0.5867  2.2037  0.0450  0.226

Forces on atoms 1 to 3 (eV/Å):
C -1.609 -1.006 -4.101
C 6.946 1.944 -1.431
C -2.645 -0.842 -1.174

No. 7
Computed, not measured: C7H4Cl2KO3 as an isolated structure in a non-equilibrium geometry, with the ωB97M-V functional and the def2-TZVPD basis.

- LUMO energy (eV) = -5.01
- molar mass (g/mol) = 246.1
- 2S+1 = 1
- E_HOMO (Ha) = -0.4952
- calculated total energy (eV) = -54823.8469
- charge = +1

Each line ends with the Mulliken charge.
Atoms and positions in Å:
C  1.8981  -1.0200  -0.0928  -0.650
C  1.7498  0.6099  -0.0012  -0.156
Cl  3.3445  1.6026  -0.1114  -0.134
C  0.4499  1.3614  0.1413  0.085
Cl  0.4272  3.2345  0.2121  -0.089
C  -0.9214  0.4189  0.2589  0.401
C  -1.4521  -0.5796  -0.7107  -0.286
C  -2.7840  -1.1783  0.0348  0.433
O  -3.8096  -1.9154  -0.4059  -0.454
O  -2.6865  -0.7797  1.4623  -0.232
C  -1.8929  0.4578  1.5803  0.481
O  -1.8697  1.4132  2.5140  -0.463
H  2.8253  -1.3588  0.5770  0.321
H  2.0874  -1.2729  -1.2441  0.170
H  0.9747  -1.6287  0.2893  0.309
H  -0.9312  -0.8259  -1.7294  0.304
K  2.5904  1.4610  -2.7743  0.960

Forces on atoms 1 to 3 (eV/Å):
C 0.875 0.455 -0.036
C -3.947 1.520 0.591
Cl -1.975 -1.423 0.908

No. 8
Computed, not measured: C32H30AlN6O3PS5 as an isolated structure, with the ωB97M-V functional and the def2-TZVPD basis.

- LUMO energy (eV) = -0.86
- molar mass (g/mol) = 764.9
- 2S+1 = 1
- E_HOMO (Ha) = -0.2692
- calculated total energy (eV) = -118819.7999

Each line ends with the Mulliken charge.
Atoms and positions in Å:
Al  -0.1122  0.0480  0.2919  0.215
C  2.0512  2.5443  5.0094  -0.509
C  2.6432  1.8415  3.9713  -0.738
C  1.9524  1.6382  2.7834  -0.505
C  0.6659  2.1310  2.6445  -0.112
C  0.0698  2.8535  3.6746  -0.114
C  0.7660  3.0564  4.8530  -0.782
N  -0.0678  1.8245  1.4381  1.325
N  -0.9833  2.6287  1.1933  -0.897
C  -1.8914  2.2127  0.1903  -0.367
C  -2.7921  3.1710  -0.2571  -0.449
C  -3.7463  2.7976  -1.1877  -0.625
C  -3.7899  1.4751  -1.6166  -0.638
C  -2.8634  0.5420  -1.1545  -0.387
C  -1.8711  0.8826  -0.2400  0.743
H  2.5883  2.6996  5.9363  0.415
H  3.6407  1.4362  4.0746  0.428
H  2.4224  1.1182  1.9605  0.726
H  -0.9316  3.2415  3.5432  0.547
H  0.3007  3.6103  5.6581  0.400
H  -2.7151  4.1886  0.1065  0.459
H  -4.4539  3.5206  -1.5708  0.392
H  -4.5508  1.1708  -2.3262  0.441
H  -2.9289  -0.4773  -1.5265  0.439
O  4.8120  -2.8584  3.9618  -0.728
S  3.4521  -2.4277  3.8963  1.169
O  2.8080  -1.9282  5.0793  -0.589
N  3.2626  -1.3120  2.6803  -0.450
C  2.4422  -1.7231  1.7722  0.363
S  2.1499  -0.8139  0.3112  -0.392
C  1.8947  -3.1078  2.0092  0.402
C  0.9903  -3.8286  1.2532  0.254
C  0.6412  -5.1077  1.6800  -0.601
C  1.1961  -5.6543  2.8356  -0.462
C  2.1048  -4.9273  3.5987  -0.676
C  2.4226  -3.6581  3.1599  -0.310
H  0.5736  -3.3910  0.3556  0.169
H  -0.0652  -5.6928  1.1028  0.412
H  0.9277  -6.6586  3.1382  0.416
H  2.5487  -5.3422  4.4950  0.464
S  -1.5737  -0.2136  -6.4004  -0.353
C  -0.7702  0.5931  -5.1882  0.006
S  -0.8534  0.0764  -3.5407  -0.092
C  0.3232  1.2746  -3.0532  0.454
N  0.6909  2.0317  -4.0317  -0.831
N  0.0547  1.6618  -5.2119  0.594
C  0.4178  2.4376  -6.3612  0.457
C  1.7058  2.9559  -6.4302  -0.347
C  2.0761  3.7186  -7.5256  -0.540
C  1.1696  3.9671  -8.5483  -0.434
C  -0.1163  3.4551  -8.4597  -0.649
C  -0.5017  2.6915  -7.3661  -0.470
S  0.9903  1.4142  -1.4672  -0.203
H  2.3976  2.7655  -5.6230  0.456
H  3.0810  4.1186  -7.5785  0.352
H  1.4631  4.5592  -9.4059  0.374
H  -0.8354  3.6496  -9.2455  0.359
H  -1.5058  2.3004  -7.2974  0.345
C  -0.3032  -3.2216  -3.0142  -1.265
C  -0.4510  -2.3268  -1.8708  0.877
N  -0.5667  -1.6260  -0.9754  -0.357
H  -0.8450  -2.8203  -3.8698  0.388
H  -0.6855  -4.2081  -2.7621  0.393
H  0.7546  -3.2889  -3.2649  0.295
C  -0.1567  -1.3138  4.4800  -0.762
P  -1.2885  -1.1692  3.1177  1.270
C  -2.4432  0.1389  3.4799  -0.984
C  -2.2241  -2.6813  2.9978  -1.235
O  -0.5707  -0.9053  1.8133  -0.679
H  -0.6749  -1.1474  5.4267  0.577
H  0.6378  -0.5700  4.3722  -0.027
H  0.2952  -2.3063  4.4886  0.281
H  -2.9973  -0.0766  4.3944  0.497
H  -3.1330  0.2369  2.6394  0.285
H  -1.8915  1.0736  3.6002  0.145
H  -2.7770  -2.8637  3.9214  0.422
H  -1.5350  -3.5062  2.8181  0.219
H  -2.9219  -2.5992  2.1633  0.332

Forces on atoms 1 to 3 (eV/Å):
Al -0.119 -0.073 -0.450
C -0.025 0.018 -0.045
C -0.051 0.003 -0.020